Computed, not measured: C28H49CoN2OP3S as an isolated structure in a non-equilibrium geometry, with the ωB97M-V functional and the def2-TZVPD basis.

Values from the calculation:
strongest force on any atom = 4.30 eV/A
total charge = +3
gap between HOMO and LUMO (spin up / spin down) = 7.058 / 3.239 eV
LUMO (spin up / spin down) = -7.47 / -11.29 eV
calculated total energy = -111160.65938 eV
spin multiplicity = 5
highest occupied orbital energy (spin up / spin down) = -14.5266 / -14.5270 eV

Last column: Löwdin charge in e.
CARTESIAN COORDINATES (ANGSTROEM)
Co (-0.010, -0.446, -1.501)  0.019
P (0.935, -2.152, -0.707)  0.749
P (1.331, 0.970, -2.208)  0.734
P (-1.254, -1.065, -3.050)  0.747
H (-0.484, 1.696, 0.172)  0.074
C (-1.142, 0.887, -0.177)  -0.105
C (-1.126, -0.347, 0.508)  -0.077
H (-0.515, -0.424, 1.411)  0.061
C (1.745, -2.215, 0.941)  -0.220
C (2.363, -2.755, -1.699)  -0.214
C (-0.184, -3.600, -0.536)  -0.212
C (0.705, 2.679, -2.402)  -0.202
C (2.828, 1.215, -1.188)  -0.226
C (2.063, 0.580, -3.843)  -0.204
C (-2.777, -1.759, -2.324)  -0.243
C (-0.541, -2.345, -4.124)  -0.201
C (-1.575, 0.399, -4.099)  -0.248
H (-2.027, 1.206, -0.749)  0.076
H (-1.969, -1.043, 0.420)  0.083
H (1.131, -1.742, 1.714)  0.032
H (2.707, -1.690, 0.908)  0.044
H (1.922, -3.264, 1.221)  0.071
H (3.194, -2.045, -1.614)  0.043
H (2.102, -2.867, -2.758)  0.042
H (2.683, -3.729, -1.301)  0.074
H (-1.024, -3.330, 0.112)  0.053
H (0.382, -4.421, -0.069)  0.071
H (-0.577, -3.939, -1.504)  0.041
H (1.472, 3.286, -2.907)  0.077
H (0.500, 3.108, -1.415)  0.056
H (-0.217, 2.700, -2.994)  0.046
H (3.502, 1.974, -1.620)  0.081
H (3.380, 0.269, -1.133)  0.040
H (2.525, 1.503, -0.169)  0.025
H (2.797, 1.359, -4.092)  0.075
H (1.291, 0.551, -4.621)  0.037
H (2.568, -0.393, -3.800)  0.051
H (-3.490, -2.020, -3.114)  0.061
H (-3.256, -1.035, -1.648)  0.017
H (-2.539, -2.659, -1.739)  0.045
H (-1.238, -2.527, -4.948)  0.077
H (-0.376, -3.285, -3.582)  0.047
H (0.416, -1.995, -4.532)  0.052
H (-2.368, 0.154, -4.814)  0.052
H (-0.665, 0.687, -4.644)  0.041
H (-1.892, 1.270, -3.503)  0.017
C (-6.200, 1.523, -2.883)  -0.639
C (-6.583, 2.657, -3.621)  -0.104
C (-7.731, 3.363, -3.266)  -0.063
C (-8.536, 2.920, -2.213)  -0.054
C (-8.225, 1.721, -1.566)  -0.069
C (-7.079, 1.003, -1.912)  -0.107
S (-4.686, 0.731, -3.226)  0.814
H (-3.808, 1.401, -2.364)  -0.098
H (-5.952, 2.956, -4.456)  0.103
H (-7.994, 4.258, -3.825)  0.115
H (-9.416, 3.495, -1.926)  0.118
H (-8.887, 1.340, -0.789)  0.114
H (-6.841, 0.050, -1.442)  0.099
C (4.791, 0.476, 5.609)  0.046
N (4.235, 0.428, 4.268)  -0.013
N (2.941, 0.755, 3.989)  0.119
C (2.811, 0.946, 2.595)  -0.327
O (1.723, 1.088, 2.003)  0.085
C (4.168, 0.897, 2.118)  0.105
C (4.986, 0.546, 3.156)  -0.225
C (6.439, 0.276, 3.175)  0.022
C (1.881, 0.304, 4.815)  -0.171
C (0.612, 0.894, 4.681)  0.007
C (-0.480, 0.344, 5.351)  -0.028
C (-0.298, -0.742, 6.225)  -0.017
C (0.965, -1.322, 6.355)  -0.026
C (2.054, -0.795, 5.662)  -0.007
H (4.017, 0.674, 6.353)  0.114
H (5.547, 1.279, 5.649)  0.131
H (5.280, -0.482, 5.823)  0.124
H (4.445, 1.032, 1.085)  0.119
H (7.027, 1.133, 3.545)  0.120
H (6.689, -0.598, 3.797)  0.110
H (6.761, 0.063, 2.148)  0.108
H (0.497, 1.772, 4.047)  0.124
H (-1.476, 0.756, 5.199)  0.123
H (-1.136, -1.124, 6.819)  0.133
H (1.116, -2.186, 6.990)  0.126
H (3.042, -1.234, 5.759)  0.112



Computed, not measured: a 3-piece molecular cluster, CH7O3 overall in a non-equilibrium geometry, with the ωB97M-V functional and the def2-TZVPD basis.

Values from the calculation:
strongest force on any atom = 2.05 eV/A
total charge = -1
gap between HOMO and LUMO = 8.088 eV
LUMO = 4.24 eV
relative energy (zero: lowest compared OMol25 entry of this formula, charge and spin) = 0.466 eV
calculated total energy = -7293.25707 eV
spin multiplicity = 1
highest occupied orbital energy = -3.8490 eV

Last column: Löwdin charge in e.
CARTESIAN COORDINATES (ANGSTROEM)
C (-1.080, 1.430, -0.203)  -0.243
O (0.082, 0.845, -0.684)  -0.187
H (-1.411, 1.089, 0.811)  0.066
H (-0.988, 2.510, -0.173)  0.055
H (-1.934, 1.031, -0.775)  0.066
H (0.019, -0.156, -0.759)  -0.019
H (-0.201, -2.337, -0.114)  -0.122
O (0.030, -1.748, -0.841)  -0.485
H (1.501, -1.504, 0.599)  0.002
H (1.787, -0.142, 1.007)  0.007
O (2.196, -1.018, 1.132)  -0.140



Computed, not measured: a 4-piece molecular cluster, C2H12NO4 overall in a non-equilibrium geometry, with the ωB97M-V functional and the def2-TZVPD basis.

Values from the calculation:
strongest force on any atom = 2.26 eV/A
gap between HOMO and LUMO (spin up / spin down) = 9.965 / 5.968 eV
LUMO (spin up / spin down) = 0.07 / -3.89 eV
relative energy (zero: lowest compared OMol25 entry of this formula, charge and spin) = 0.644 eV
calculated total energy = -11945.45080 eV
spin multiplicity = 2
highest occupied orbital energy (spin up / spin down) = -9.8922 / -9.8551 eV

Last column: Löwdin charge in e.
CARTESIAN COORDINATES (ANGSTROEM)
C (-1.210, 1.260, 0.668)  -0.107
N (-0.627, 0.028, 0.087)  -0.109
C (-0.441, 0.252, -1.384)  -0.296
O (0.280, 1.393, -1.711)  -0.053
H (-1.539, 0.999, 1.678)  0.079
H (-2.110, 1.488, 0.096)  0.085
H (-0.487, 2.076, 0.788)  0.080
H (0.262, -0.119, 0.556)  0.062
H (-1.438, 0.496, -1.749)  0.121
H (0.017, -0.674, -1.742)  0.118
H (-1.505, -1.963, 0.480)  -0.009
H (-2.297, -2.756, -0.562)  0.010
O (-2.177, -2.648, 0.370)  -0.065
H (2.955, 0.424, -0.728)  0.055
H (1.141, 1.491, -1.268)  0.020
O (2.480, 1.138, -0.286)  0.053
H (1.953, -1.635, 1.326)  0.027
H (2.387, -0.218, 1.426)  -0.010
O (2.355, -1.032, 1.956)  -0.057



Computed, not measured: a 2-piece molecular cluster, C4H11O3 overall in a non-equilibrium geometry, with the ωB97M-V functional and the def2-TZVPD basis.

Values from the calculation:
strongest force on any atom = 4.21 eV/A
total charge = -1
gap between HOMO and LUMO = 5.381 eV
LUMO = 2.55 eV
relative energy (zero: lowest compared OMol25 entry of this formula, charge and spin) = 2.397 eV
calculated total energy = -10467.28275 eV
spin multiplicity = 1
highest occupied orbital energy = -2.8274 eV

Last column: Löwdin charge in e.
CARTESIAN COORDINATES (ANGSTROEM)
C (0.001, 0.525, -1.993)  -0.356
O (-0.425, 1.625, -1.220)  -0.190
C (-0.655, -0.770, -1.678)  -0.230
C (-0.902, -1.063, -0.196)  -0.202
C (-2.355, -0.653, 0.322)  -0.567
O (-2.425, 0.622, 0.210)  -0.286
H (1.142, 0.662, -1.859)  0.112
H (-0.215, 0.860, -3.102)  0.115
H (0.165, -1.457, -1.843)  0.085
H (-1.536, -0.913, -2.316)  0.115
H (-0.242, -0.337, 0.511)  0.153
H (-0.762, -2.077, 0.052)  0.053
H (-3.116, -1.317, -0.110)  0.062
H (-2.485, -0.996, 1.405)  0.075
H (-1.076, 1.254, -0.468)  0.060
H (5.216, 0.568, 4.169)  0.056
H (6.338, -0.202, 3.599)  0.042
O (5.354, -0.282, 3.663)  -0.098



Computed, not measured: a 2-piece molecular cluster, C3H8S2 overall in a non-equilibrium geometry, with the ωB97M-V functional and the def2-TZVPD basis.

Values from the calculation:
strongest force on any atom = 2.37 eV/A
gap between HOMO and LUMO = 9.261 eV
LUMO = 0.27 eV
relative energy (zero: lowest compared OMol25 entry of this formula, charge and spin) = 1.651 eV
calculated total energy = -24909.74673 eV
spin multiplicity = 1
highest occupied orbital energy = -8.9925 eV
SMILES string = C=CC.SS

Last column: Löwdin charge in e.
CARTESIAN COORDINATES (ANGSTROEM)
C (1.184, -1.799, -1.451)  -0.023
C (1.345, -2.041, -0.148)  -0.238
C (0.563, -3.027, 0.705)  -0.120
H (2.008, -1.311, -1.952)  0.050
H (0.188, -1.746, -1.867)  0.049
H (2.246, -1.853, 0.426)  0.089
H (1.234, -3.790, 1.103)  0.069
H (-0.301, -3.538, 0.277)  0.071
H (0.258, -2.499, 1.620)  0.068
S (0.101, 2.137, 0.593)  0.239
S (-1.576, 1.106, -0.151)  0.246
H (-0.266, 3.200, -0.098)  -0.238
H (-0.918, 0.058, -0.652)  -0.262



Computed, not measured: a 4-piece molecular cluster, C37H55Br3FO14P2S overall in a non-equilibrium geometry, with the ωB97M-V functional and the def2-TZVPD basis.

Values from the calculation:
strongest force on any atom = 9.75 eV/A
total charge = -1
gap between HOMO and LUMO = 6.196 eV
LUMO = 2.09 eV
relative energy (zero: lowest compared OMol25 entry of this formula, charge and spin) = 20.690 eV
calculated total energy = -310162.34003 eV
spin multiplicity = 1
highest occupied orbital energy = -4.1015 eV

Last column: Löwdin charge in e.
CARTESIAN COORDINATES (ANGSTROEM)
C (2.424, 1.335, 4.409)  -0.205
C (1.853, 1.176, 2.842)  -0.667
Br (0.319, 2.369, 2.418)  0.664
C (2.479, 0.235, 1.875)  -0.654
Br (4.055, -0.767, 2.707)  0.591
P (1.870, -0.074, 0.045)  0.427
C (3.599, -0.746, -0.513)  -0.369
C (3.770, -1.154, -2.080)  -0.193
C (5.393, -1.579, -2.204)  -0.254
O (6.294, -0.440, -1.964)  -0.160
C (2.035, 1.706, -0.525)  -0.258
C (3.132, 2.119, -1.650)  -0.138
C (2.914, 2.336, -3.258)  -0.022
C (4.123, 2.813, -4.311)  -0.032
C (5.671, 3.115, -3.786)  -0.195
C (6.869, 3.574, -4.832)  -0.139
C (5.899, 2.947, -2.145)  -0.040
C (4.688, 2.477, -1.139)  -0.020
P (1.724, -2.142, 0.884)  0.475
O (0.322, -2.185, 1.980)  -0.449
Br (1.371, -3.695, -0.717)  0.233
O (0.137, -0.101, 0.437)  -0.431
C (-0.776, -0.640, -0.579)  -0.339
C (-2.273, -0.127, -0.215)  -0.097
C (-3.464, -0.999, -0.999)  -0.109
C (-3.424, -2.670, -1.087)  -0.034
C (-4.595, -3.567, -1.832)  -0.080
C (-5.885, -2.853, -2.568)  -0.083
C (-5.953, -1.193, -2.471)  -0.071
C (-4.791, -0.303, -1.706)  -0.039
C (-0.030, -0.331, -1.981)  -0.588
S (-0.518, -1.800, -3.108)  0.715
C (-0.456, 0.901, -2.959)  -0.109
C (-2.025, 1.008, -3.380)  -0.191
O (-2.665, 0.364, -4.356)  -0.009
F (-2.850, 2.024, -2.625)  -0.076
O (1.417, -0.518, -1.622)  -0.421
H (2.218, 0.299, 4.922)  0.076
H (1.787, 2.133, 5.007)  0.062
H (3.551, 1.667, 4.437)  0.069
H (3.791, -1.795, 0.032)  0.006
H (4.492, -0.067, -0.102)  0.077
H (3.233, -2.174, -2.394)  0.095
H (3.664, -0.305, -2.869)  0.098
H (5.602, -2.465, -1.432)  0.118
H (5.548, -2.042, -3.267)  0.108
H (7.211, -0.876, -1.846)  0.109
H (0.935, 2.131, -0.715)  0.094
H (2.408, 2.345, 0.417)  0.073
H (1.865, 2.164, -3.731)  0.052
H (3.945, 2.960, -5.466)  0.073
H (6.340, 4.007, -5.791)  0.068
H (7.563, 2.693, -5.175)  0.076
H (7.499, 4.465, -4.367)  0.079
H (7.003, 3.173, -1.751)  0.088
H (4.949, 2.389, 0.012)  0.096
H (-0.303, -2.874, 1.561)  0.030
H (-0.862, -1.815, -0.390)  0.083
H (-2.450, -0.371, 0.941)  0.140
H (-2.434, 1.040, -0.303)  0.122
H (-2.541, -3.281, -0.585)  0.083
H (-4.515, -4.745, -1.847)  0.075
H (-6.744, -3.410, -3.142)  0.070
H (-6.865, -0.622, -2.975)  0.080
H (-4.939, 0.859, -1.674)  0.081
H (-0.371, -1.362, -4.463)  -0.084
H (0.149, 0.736, -3.976)  0.126
H (-0.129, 1.977, -2.594)  0.120
C (8.470, -7.825, -1.846)  -0.072
C (8.932, -6.420, -1.497)  -0.223
O (7.811, -5.570, -1.228)  0.022
C (7.252, -5.705, -0.002)  -0.549
O (7.621, -6.470, 0.877)  0.100
O (6.190, -4.864, 0.074)  -0.014
C (5.453, -4.971, 1.289)  -0.041
H (7.743, -7.799, -2.662)  0.081
H (9.319, -8.448, -2.144)  0.076
H (7.976, -8.302, -0.994)  0.075
H (9.461, -5.990, -2.354)  0.121
H (9.632, -6.422, -0.653)  0.123
H (6.105, -4.868, 2.162)  0.097
H (4.918, -5.925, 1.316)  0.101
H (4.719, -4.161, 1.313)  0.080
C (-3.614, 4.500, 4.484)  -0.066
C (-2.104, 4.657, 4.546)  -0.227
O (-1.748, 5.970, 4.995)  0.026
C (-1.838, 6.179, 6.330)  -0.549
O (-2.183, 5.357, 7.166)  0.104
O (-1.507, 7.471, 6.579)  -0.010
C (-1.647, 7.851, 7.945)  -0.058
H (-4.059, 5.298, 3.881)  0.080
H (-3.885, 3.533, 4.052)  0.082
H (-4.060, 4.569, 5.481)  0.073
H (-1.686, 4.539, 3.541)  0.093
H (-1.643, 3.889, 5.180)  0.123
H (-1.107, 7.167, 8.607)  0.096
H (-2.707, 7.892, 8.212)  0.097
H (-1.221, 8.851, 8.065)  0.092
C (-12.431, 1.077, -0.719)  -0.072
C (-12.277, -0.435, -0.720)  -0.223
O (-10.893, -0.804, -0.687)  0.022
C (-10.295, -0.731, 0.527)  -0.550
O (-10.828, -0.391, 1.573)  0.100
O (-8.990, -1.073, 0.376)  -0.009
C (-8.219, -0.951, 1.568)  -0.049
H (-11.845, 1.524, -1.527)  0.081
H (-13.480, 1.359, -0.840)  0.077
H (-12.064, 1.511, 0.217)  0.075
H (-12.693, -0.840, -1.648)  0.121
H (-12.825, -0.898, 0.109)  0.123
H (-8.681, -1.495, 2.399)  0.095
H (-8.091, 0.105, 1.821)  0.099
H (-7.233, -1.385, 1.380)  0.097



Computed, not measured: a 13-piece molecular cluster, H26O13 overall in a non-equilibrium geometry, with the ωB97M-V functional and the def2-TZVPD basis.

Values from the calculation:
strongest force on any atom = 10.90 eV/A
gap between HOMO and LUMO = 9.637 eV
LUMO = -0.38 eV
relative energy (zero: lowest compared OMol25 entry of this formula, charge and spin) = 5.715 eV
calculated total energy = -27036.23159 eV
spin multiplicity = 1
highest occupied orbital energy = -10.0140 eV

Last column: Löwdin charge in e.
CARTESIAN COORDINATES (ANGSTROEM)
O (0.514, 2.511, 3.151)  -0.074
H (0.426, 3.018, 2.283)  0.052
H (1.450, 2.585, 3.285)  0.023
O (0.842, -1.350, 2.613)  -0.049
H (1.618, -1.888, 2.923)  0.088
H (1.216, -1.342, 1.731)  0.010
O (-2.273, 1.922, 0.818)  0.004
H (-1.510, 1.300, 0.715)  0.066
H (-2.173, 2.553, 1.424)  -0.019
O (2.555, -2.502, -0.592)  -0.018
H (2.790, -2.719, -1.409)  -0.027
H (1.770, -3.076, -0.345)  0.031
O (-0.975, -1.016, -0.477)  -0.068
H (-0.557, -0.723, 0.408)  0.058
H (-1.904, -0.978, -0.247)  0.045
O (1.943, 3.054, 0.809)  -0.032
H (1.812, 3.182, -0.113)  0.029
H (1.578, 2.197, 0.991)  -0.005
O (-2.573, 3.453, -1.393)  -0.106
H (-2.769, 3.139, -0.437)  0.040
H (-2.880, 2.668, -1.772)  -0.040
O (-1.576, -2.944, -3.026)  0.041
H (-1.399, -2.251, -3.575)  -0.009
H (-2.400, -2.886, -2.709)  -0.031
O (0.938, -3.955, 0.748)  0.033
H (1.109, -3.808, 1.558)  -0.072
H (-0.069, -3.856, 0.617)  0.145
O (1.508, 0.318, -0.625)  -0.102
H (1.748, -0.725, -0.714)  0.088
H (0.767, 0.468, -1.140)  -0.059
O (-1.625, -0.262, 3.871)  -0.138
H (-1.079, -0.873, 3.340)  -0.026
H (-0.823, 0.459, 3.846)  0.091
O (1.521, -0.170, -3.082)  -0.089
H (1.804, 0.711, -2.705)  0.066
H (1.872, -0.811, -2.422)  0.021
O (-1.315, 1.582, -2.649)  -0.019
H (-1.353, 1.583, -3.577)  0.032
H (-0.528, 1.431, -2.124)  0.018



Computed, not measured: C2H5IN2 as an isolated structure in a non-equilibrium geometry, with the ωB97M-V functional and the def2-TZVPD basis.

Values from the calculation:
strongest force on any atom = 1.38 eV/A
gap between HOMO and LUMO (spin up / spin down) = 7.995 / 7.992 eV
LUMO (spin up / spin down) = 0.34 / 0.34 eV
relative energy (zero: lowest compared OMol25 entry of this formula, charge and spin) = 3.120 eV
calculated total energy = -13231.33237 eV
spin multiplicity = 1
highest occupied orbital energy (spin up / spin down) = -7.6586 / -7.6552 eV

Last column: Löwdin charge in e.
CARTESIAN COORDINATES (ANGSTROEM)
C (0.137, 1.073, -0.858)  -0.239
C (-0.710, 0.158, -0.024)  -0.847
N (1.053, 1.085, 0.286)  -0.023
N (0.159, 0.378, 0.959)  -0.074
I (-2.722, -0.375, 0.102)  0.754
H (0.565, 0.702, -1.785)  0.111
H (-0.310, 2.052, -1.013)  0.116
H (0.611, -2.336, -0.044)  0.012
H (0.983, -2.799, 0.460)  0.033
H (0.234, 0.064, 1.918)  0.157